{"formula": "C6H14NO3P", "method": "ωB97M-V/def2-TZVPD", "orbital_gap_ev": [6.874, 6.871], "relative_energy_kj_mol": 381.6, "max_force_ev_per_a": 4.20, "e_homo_ev": [-6.82, -6.82], "lumo_ev": [0.057, 0.056], "energy_ha": -858.7141, "symbols": ["C", "C", "C", "C", "C", "C", "N", "O", "O", "O", "P", "H", "H", "H", "H", "H", "H", "H", "H", "H", "H", "H", "H", "H", "H"], "coordinates": [[-0.44443, -0.60433, -0.31685], [0.05777, 1.75826, -2.51210], [1.76913, -1.24274, -0.83125], [-0.60156, -0.01062, 3.53747], [-1.12855, 0.89576, -2.07976], [0.57858, -1.72748, 0.08858], [0.81407, -1.60613, 1.39080], [-0.55595, 0.42851, 0.47296], [-2.52741, -0.67709, 1.63160], [-0.66164, -0.33866, -1.58585], [-1.46523, 0.25694, 1.94285], [-0.23806, 2.54121, -3.22057], [0.48299, 2.20996, -1.72419], [0.76457, 1.16044, -3.04613], [1.41238, -0.77145, -1.72917], [2.15145, -0.50754, -0.20747], [2.52551, -2.02393, -1.02423], [-1.31635, -0.23575, 4.31783], [0.16269, -0.77047, 3.40167], [-0.12537, 0.94196, 3.65318], [-1.85765, 0.56182, -2.79431], [-1.62795, 1.34873, -1.21768], [0.12077, -2.69457, -0.06963], [1.32665, -0.78724, 1.59311], [-1.79125, 1.64106, 1.79382]], "atomic_forces_ev_per_a": [[0.5, 1.5, -2.0], [-2.4, -1.2, -3.2], [-0.8, -1.7, -0.7], [0.2, 0.5, -1.7], [-0.2, 1.1, 1.2], [-0.6, 0.0, -0.5], [-0.1, -1.4, 2.7], [-0.6, -0.1, 0.4], [-1.2, -0.7, -0.2], [0.5, -2.1, 1.4], [0.9, -0.2, -0.1], [-0.2, -0.1, 0.2], [1.6, 1.5, 3.0], [0.6, -0.5, -0.2], [0.3, -0.2, -0.6], [1.3, 1.5, 0.9], [-0.6, 0.3, 0.2], [-0.2, 0.1, 0.0], [-0.3, -0.3, 0.0], [0.4, 0.6, 0.8], [-0.1, 0.5, -0.8], [-0.3, 0.4, -0.6], [0.0, -0.4, -1.0], [0.9, 1.2, 0.1], [0.1, -0.4, 0.6]]}



{"formula": "C6H14NO3PS", "method": "ωB97M-V/def2-TZVPD", "orbital_gap_ev": 8.371, "relative_energy_kj_mol": 364.3, "max_force_ev_per_a": 4.61, "e_homo_ev": -8.30, "lumo_ev": 0.067, "energy_ha": -1256.9839, "symbols": ["C", "C", "C", "C", "C", "C", "N", "O", "O", "O", "P", "S", "H", "H", "H", "H", "H", "H", "H", "H", "H", "H", "H", "H", "H", "H"], "coordinates": [[-1.37256, 0.42027, -0.58019], [-1.07683, -0.33030, 1.79074], [1.69004, 0.99863, 1.44704], [-3.06045, 1.55121, -1.74839], [2.62088, -1.15025, -1.28199], [-0.52070, 0.49349, 0.68232], [0.87638, 0.35511, 0.43492], [-1.08599, -0.29405, -1.56572], [0.16462, -2.42404, -0.60253], [-2.35933, 1.25799, -0.58692], [1.56439, -1.85833, 0.07206], [2.19738, -3.14684, 1.30801], [-2.20826, -0.19372, 1.94625], [-0.69319, -1.36040, 1.69492], [-0.48453, 0.19165, 2.62974], [2.59039, 1.47202, 0.98127], [1.25723, 1.92297, 1.90341], [2.02377, 0.33181, 2.30663], [-3.81003, 0.68536, -2.02569], [-2.21992, 1.63884, -2.46804], [-3.63529, 2.46221, -1.38187], [2.85900, -1.80163, -2.01631], [2.09725, -0.21933, -1.80515], [3.48369, -0.80195, -0.79344], [-0.73312, 1.55324, 0.95534], [-0.16482, -1.75397, -1.29641]], "atomic_forces_ev_per_a": [[2.4, -2.3, -2.2], [0.2, 0.7, 2.2], [1.3, 0.5, 0.8], [-1.6, -0.7, -0.7], [-3.1, 3.2, 1.1], [-1.4, 1.4, -1.0], [1.0, -2.3, -0.4], [-0.9, 1.3, 1.3], [1.5, 1.6, -0.4], [-0.1, 0.0, 2.6], [-2.7, 2.3, -2.0], [0.4, 0.4, 0.4], [1.8, -0.5, -0.2], [-0.7, 0.3, 0.2], [-1.3, -1.4, -0.4], [-0.3, -0.9, 0.2], [-0.5, -0.8, -0.2], [-0.3, 0.7, -0.9], [1.5, 1.7, 0.4], [-1.4, 0.5, -0.5], [0.7, -0.9, -1.5], [0.8, -2.5, -2.1], [0.8, -2.0, 1.5], [1.3, 0.5, 0.6], [0.5, -0.3, 0.1], [0.1, -0.6, 1.2]]}